9
Properties=species:S:1:pos:R:3:forces:R:3:mulliken_spin:R:1 method="wB97M-V/def2-TZVPD" energy_ha=-408.52794 e_above_lowest_kcal_mol=112.9 homo_energy_ev="-8.2 / -10.9" multiplicity=3
O -3.2467 1.0454 -0.3062 -1.68 0.51 0.35 0.29
O -1.3147 1.3504 0.6665 -0.68 2.16 2.21 0.20
N -2.1237 0.8893 -0.0507 -0.99 2.14 -0.71 0.48
N -1.0693 -0.6802 -0.7364 3.09 -2.83 -1.08 0.53
N 0.1259 -0.2183 -0.2861 0.87 -0.64 -6.61 0.28
N -2.2148 -2.4123 0.5745 -0.48 -0.65 0.74 0.29
C -1.5936 -1.6057 0.0317 0.20 0.10 -0.68 -0.07
H 0.1321 0.0271 0.6072 0.49 0.73 4.83 0.00
H 0.4966 0.5714 -0.8912 -0.82 -1.52 0.95 0.00

***

179
Properties=species:S:1:pos:R:3:forces:R:3:lowdin_charge:R:1 method="wB97M-V/def2-TZVPD" energy_ha=-3285.86111 homo_energy_ev=-15.8 total_charge=+7
O -2.2258 10.0665 -2.1151 -7.29 -6.53 -1.49 0.18
O 3.7904 -8.6046 0.5737 -7.72 -3.03 -3.98 0.19
O 7.6217 -2.7935 -2.3468 5.13 1.83 -7.60 0.11
O -0.7887 1.4915 1.1610 0.77 1.42 1.33 -0.10
O -1.9276 0.2439 -0.2132 -1.95 -1.16 -1.30 -0.11
N -2.7104 -3.0611 7.0696 -2.64 -1.55 -0.83 -0.05
N -2.9130 -0.3627 -6.7335 3.94 3.42 -2.04 -0.11
N -9.2916 -0.3257 2.1699 -0.30 0.46 -0.70 -0.09
N -1.7635 1.0762 -8.0672 -0.29 -3.58 1.85 -0.06
N -3.8367 -4.8687 7.5520 -1.84 -1.40 -1.32 -0.08
N -6.7160 2.1138 8.1990 -0.88 0.00 -2.81 -0.08
N 5.1084 5.5746 3.4614 3.45 4.62 -4.86 -0.13
N 2.6433 -9.1536 0.0295 5.48 2.01 5.34 0.15
N -3.2878 9.1294 -2.2713 4.06 6.74 2.64 0.18
N 8.4897 -2.4964 -3.4276 -2.10 -0.19 8.38 0.13
N 6.3910 6.6657 1.9297 -2.53 -3.44 1.86 -0.05
C 9.7826 -4.6899 -3.0237 -1.00 0.87 1.54 0.00
C -2.1395 1.7815 -6.9563 -2.39 -1.52 1.16 0.01
C -7.8080 1.1083 3.3380 0.22 0.45 -1.22 0.05
C 0.2459 -10.6314 -0.6181 -2.00 -1.22 -0.25 -0.21
C 1.5095 -10.9747 -1.2415 0.42 0.18 -0.07 -0.15
C 0.1514 -9.1417 -0.4481 -1.05 -0.53 -0.59 -0.13
C -2.9428 0.9188 -6.1447 1.61 0.07 -1.82 0.04
C -3.4315 -3.4250 5.9223 -0.93 -1.16 0.64 0.02
C 6.7889 -1.3961 -4.6694 0.20 0.38 0.13 -0.01
C 2.8642 -11.3995 0.8785 -0.30 -2.36 2.22 -0.01
C -2.1080 -0.2607 -7.8534 -1.42 2.04 0.99 0.05
C 7.0794 6.8822 0.6978 0.57 2.08 -1.02 -0.19
C -3.9829 10.2377 -4.4178 0.58 0.58 0.65 -0.01
C -7.6621 2.6090 5.9980 1.06 0.41 0.88 0.06
C -3.0118 -3.9741 8.0113 0.78 0.73 0.79 -0.02
C -4.2007 6.8915 -1.9375 -0.50 -1.88 0.37 -0.17
C -6.9283 0.7895 7.9981 -1.26 0.62 -1.29 0.04
C -5.5385 10.3501 -2.5064 -0.44 0.50 1.54 0.00
C 2.7103 -10.5809 -0.3369 1.90 -0.66 -4.42 -0.44
C -0.9225 0.8630 0.1132 1.07 -0.27 -0.22 -0.87
C -7.9292 1.2632 5.8044 0.53 -0.66 1.91 -0.14
C -0.7943 1.4726 -9.0937 0.40 -0.43 -0.37 -0.16
C 0.3140 0.6922 -0.8150 0.43 0.26 -0.07 -0.06
C -4.0312 8.3822 0.1329 0.27 0.04 0.64 0.02
C 1.3886 -7.0384 0.2737 -1.27 1.07 -0.73 -0.03
C -1.2179 2.7533 -9.7750 -0.03 0.97 -0.95 -0.06
C -9.4833 -0.1566 4.4898 0.46 0.02 -0.51 0.10
C -1.9804 7.4504 -1.0643 0.76 0.49 -0.50 -0.02
C -5.2482 8.2359 -3.6500 0.42 -1.33 -0.71 -0.14
C -8.3828 0.7647 4.5276 -2.66 -1.74 -0.65 -0.14
C 5.7122 5.4782 2.1987 0.34 1.66 2.72 0.07
C 10.6962 -2.9550 -4.5686 0.22 1.10 0.22 -0.13
C 9.2870 -1.0702 -5.4868 -0.18 -0.84 0.90 -0.09
C -7.0780 3.0098 7.1909 0.49 -1.23 1.62 0.07
C -4.4256 -6.0277 8.2704 0.34 -1.00 0.76 0.03
C -6.0292 2.6334 9.3847 -0.04 -1.58 0.34 0.05
C 5.3329 6.8818 3.9062 1.95 -0.58 -0.98 0.03
C 0.9086 -8.7634 1.8741 0.47 -0.51 0.58 0.01
C 8.4747 0.0265 -3.1736 0.19 -1.44 0.40 0.02
C 10.7245 -1.5746 -5.2464 -0.05 0.77 1.37 -0.16
C 3.9270 -10.8567 -1.3208 1.46 -0.22 -0.23 -0.01
C 9.9231 -3.1052 -3.2313 -0.20 -2.41 -2.46 -0.38
C -0.4204 -2.4180 6.6932 0.89 0.27 -0.25 -0.06
C -4.1380 -4.5842 6.2149 1.32 1.27 0.70 0.02
C 1.2448 -8.5545 0.3643 1.22 2.29 1.98 -0.42
C -8.2658 0.5376 2.1597 0.18 -0.04 0.96 0.03
C -9.7172 -0.8068 0.8416 0.50 -0.82 -0.27 0.05
C 4.2730 4.6726 4.0384 -1.94 -2.46 1.76 -0.04
C -9.9789 -0.6734 3.2737 2.40 0.26 1.26 0.07
C -3.3634 -1.5779 -6.1471 -1.28 -0.64 -0.21 0.00
C -3.4197 8.0219 -1.2258 1.34 -1.99 -1.44 -0.41
C -7.6622 0.3582 6.8680 1.31 1.08 0.55 0.07
C -5.4960 7.1533 -2.6085 -1.42 0.73 -0.54 -0.19
C -1.7913 -1.9846 7.1677 2.16 0.66 0.46 -0.20
C 6.2064 7.4915 3.0056 -1.31 -0.28 0.91 0.02
C -4.5063 9.4997 -3.1932 0.46 -0.62 -1.79 -0.44
C 10.5771 -2.4369 -2.0054 -1.44 0.21 0.90 0.01
C 8.3535 7.6499 0.9396 1.76 -0.14 -0.37 -0.07
C 8.3138 -1.1778 -4.1881 -1.96 -0.79 -1.70 -0.34
H -0.6706 0.5868 -9.7167 -0.53 0.28 -0.60 0.13
H -1.9028 2.8307 -6.8586 -0.17 -0.16 0.10 0.13
H -1.8487 -1.0914 -8.4930 -0.06 0.16 -0.07 0.16
H -2.9725 -2.4328 -6.6988 -0.08 0.14 0.02 0.11
H -3.2344 8.6406 0.8304 -0.05 0.85 -0.24 0.10
H 0.2200 -1.5467 6.8305 0.30 -0.18 0.18 0.09
H 4.2912 3.7223 3.5050 0.14 -0.01 0.19 0.11
H 11.1215 -1.5010 -2.1311 0.14 -0.30 -0.58 0.10
H -3.9203 -6.9571 8.0077 0.28 0.24 -0.29 0.11
H -4.4360 -1.4851 -6.3172 -0.21 -0.90 0.58 0.12
H -0.8342 -8.9519 -0.0231 0.28 0.57 0.40 0.14
H 9.2576 -5.3153 -3.7457 0.36 0.70 -0.82 0.09
H 0.0419 -11.3774 0.1500 0.02 0.92 1.23 0.14
H 9.7444 -2.2031 -1.3421 0.06 0.15 0.23 0.08
H 6.8196 -2.0732 -5.5230 -0.14 0.29 -0.11 0.09
H -6.3802 7.2781 -1.9834 0.25 0.84 0.53 0.12
H -0.0231 -3.2661 7.2508 -0.03 0.13 0.17 0.09
H 3.7745 -11.3511 1.4761 0.01 0.95 -0.18 0.12
H 6.1058 -1.8365 -3.9431 0.70 -0.33 0.48 0.07
H -6.4294 3.6248 9.5973 0.60 -0.14 0.21 0.13
H -3.5390 -2.8106 5.0406 0.57 -0.03 0.08 0.14
H 1.4918 -6.7095 -0.7603 0.43 0.10 0.06 0.10
H -10.3189 -1.7143 0.8927 -0.39 0.40 0.35 0.12
H 8.9293 7.6404 0.0141 0.16 -0.29 0.00 0.09
H 11.2724 -0.8525 -4.6410 -0.01 0.03 0.38 0.11
H -5.9800 9.8083 -1.6700 0.53 0.40 0.70 0.09
H 8.9536 -1.6754 -6.3298 -0.80 -0.06 0.24 0.12
H -7.7411 0.7026 1.2303 -0.30 0.07 -0.17 0.16
H -7.7711 3.3557 5.2254 -0.30 -0.01 -0.03 0.15
H -1.2240 8.2334 -1.0110 -0.25 0.19 0.47 0.08
H -1.6966 6.9235 -1.9753 -0.22 -0.17 -0.01 0.09
H 1.4889 -12.0438 -1.4529 0.73 0.08 -0.04 0.15
H -7.8350 -0.7077 6.8465 -0.14 0.00 -0.47 0.13
H 11.3662 -1.6370 -6.1252 -0.58 -0.04 -0.37 0.13
H -6.1375 8.4807 -4.2307 -0.11 0.57 0.44 0.14
H 2.8755 -12.4671 0.6588 0.22 -0.09 -1.17 0.12
H -6.4660 10.4480 -3.0705 0.52 0.01 -0.96 0.12
H 0.2797 -0.3008 -1.2631 0.20 -0.07 0.15 0.05
H 3.9292 -11.8711 -1.7197 -0.78 -0.33 0.57 0.10
H 0.1893 1.4651 -8.6241 0.00 0.83 0.24 0.13
H -4.9636 2.4593 9.2357 0.12 1.02 -0.10 0.12
H -2.0943 2.7273 -10.4225 -0.56 -0.74 0.60 0.09
H 7.1425 5.9803 0.0890 0.31 -0.18 0.58 0.14
H 11.1389 -3.1552 -1.4082 0.34 -0.11 -0.55 0.11
H -5.1640 11.3545 -2.3091 -0.12 -0.15 0.52 0.12
H 6.5377 7.5955 0.0766 -0.79 -0.28 0.04 0.14
H -2.0213 -1.0693 6.6222 -0.90 -0.35 -0.08 0.14
H 1.9862 -6.4570 0.9758 1.04 -0.88 -0.25 0.10
H -6.5227 0.0516 8.6744 -0.15 0.29 0.45 0.15
H 7.9473 -0.2814 -2.2707 -0.23 0.33 -0.01 0.08
H -0.0856 -8.3748 2.0950 -0.21 -0.14 -0.72 0.10
H 9.1728 -0.0323 -5.7996 0.35 0.04 0.07 0.13
H -4.3536 7.4456 0.5879 -0.26 -0.25 -0.48 0.10
H 9.5133 0.1642 -2.8730 0.07 0.01 -0.31 0.08
H 1.5160 -8.1262 2.5168 0.60 -0.53 -0.08 0.10
H -3.6723 6.2919 -2.6787 1.07 0.90 -0.28 0.13
H -0.5491 -10.9624 -1.2863 -0.15 0.40 -0.40 0.14
H 1.2402 0.8869 -0.2742 0.03 -0.46 0.33 0.05
H -10.5939 -1.5477 3.1196 -0.73 0.40 0.45 0.16
H 10.3677 -3.6570 -5.3350 -0.03 -0.39 0.40 0.13
H -1.6654 -1.7170 8.2168 -0.35 0.02 0.05 0.13
H -3.4702 1.0160 -5.2073 0.19 0.42 -0.12 0.13
H -3.4511 11.1402 -4.1165 -0.33 0.23 0.05 0.09
H -9.8496 -0.4979 5.4467 -0.51 -0.05 -0.15 0.13
H 4.6261 4.5630 5.0638 -0.43 -0.47 0.12 0.12
H 8.2997 8.7237 1.1191 -0.84 -0.05 0.24 0.09
H -10.2116 0.0164 0.3260 0.05 -0.31 -0.14 0.13
H -4.8910 10.5170 -4.9520 0.39 -0.04 -0.45 0.12
H -3.1021 -1.6732 -5.0931 -0.04 0.24 -0.13 0.11
H -4.3444 -5.9765 9.3562 0.39 0.63 -0.08 0.11
H -0.5568 3.1608 -10.5399 0.92 -0.44 0.40 0.09
H -6.7789 4.0061 7.4811 -0.34 0.30 -0.52 0.15
H 0.1217 -8.6690 -1.4298 0.13 -0.12 -0.23 0.14
H 1.4795 -10.4163 -2.1771 0.94 -0.16 -0.26 0.14
H -0.3185 -2.6582 5.6349 -0.52 -0.03 -0.08 0.09
H 0.9124 -9.8146 2.1621 0.17 0.23 0.16 0.09
H 0.4436 -6.5983 0.5920 -0.63 -0.42 -0.33 0.10
H 4.9531 -10.7985 -0.9578 -0.24 0.31 1.00 0.09
H -1.3567 3.5855 -9.0850 -0.01 -0.17 0.22 0.07
H 5.9066 4.5013 1.7813 -0.27 0.31 -0.59 0.16
H 6.6822 8.4509 3.1452 -0.09 -0.04 -0.40 0.15
H -8.8029 -1.1636 0.3676 -0.09 0.45 -0.44 0.11
H -4.7500 -5.2586 5.6343 -0.03 0.32 0.00 0.14
H -3.2328 9.7034 -5.0010 -0.49 -0.41 -0.18 0.10
H 8.9851 7.2467 1.7312 -0.01 -0.25 -0.07 0.09
H -6.2569 1.8926 10.1512 -0.32 0.58 0.48 0.11
H 11.7100 -3.1787 -4.2366 0.13 -0.36 -0.43 0.14
H -4.8850 9.0582 0.1791 0.33 0.14 -0.26 0.09
H 8.0810 0.9690 -3.5540 -0.07 -0.36 -0.35 0.10
H -4.3761 6.0498 -1.2675 0.19 0.40 0.95 0.13
H -4.6558 7.7484 -4.4242 0.45 -0.01 -0.03 0.13
H 4.0388 -10.3278 -2.2673 -1.01 0.86 0.19 0.09
H 6.2063 -0.4986 -4.8773 0.81 0.40 -0.59 0.09
H 2.0011 -11.4907 1.5380 -0.10 1.00 0.17 0.09
H 10.7330 -5.1538 -2.7599 0.13 0.37 -0.31 0.10
H 0.4312 1.3856 -1.6478 -0.73 0.30 -0.16 0.04
H 9.1367 -4.8321 -2.1573 0.18 0.09 0.41 0.07
H -1.8068 6.7615 -0.2376 -0.60 0.14 0.11 0.11
H 5.1100 7.2218 4.9067 -0.36 -0.10 -0.17 0.14
H -5.4836 -6.2430 8.1210 -0.01 0.84 -0.67 0.11
H -7.0078 1.8287 3.2537 0.21 -0.09 0.13 0.14
H 3.2406 5.0221 4.0275 0.00 0.02 0.12 0.12
H -2.6805 -4.0348 9.0374 0.35 0.43 -0.10 0.18
H -5.8331 6.2557 -3.1270 0.42 -0.16 -0.29 0.13